ORCA calculation (ωB97M-V with the def2-TZVPD basis set) on a 8-piece molecular cluster, C43H108NO30P7 overall in a non-equilibrium geometry.

```
189
Properties=species:S:1:pos:R:3:forces:R:3:mulliken_charge:R:1
C -9.839 -9.405 5.309 1.186 -0.306 0.181 -0.9187
C -11.104 -9.562 4.528 -0.171 0.869 -0.914 0.1337
O -12.102 -8.705 5.124 -1.145 -0.306 0.695 -0.6004
P -13.534 -9.286 5.615 0.927 -0.229 -0.518 1.2101
O -14.465 -9.540 4.506 0.256 0.028 0.541 -0.8522
O -13.989 -8.247 6.728 0.113 -0.208 -0.172 -0.4029
C -14.441 -6.950 6.327 -0.543 0.971 -0.153 -0.2144
C -15.903 -6.916 5.942 -0.788 -0.862 -0.606 -1.1051
O -13.190 -10.576 6.466 -0.577 0.246 -0.490 -0.0969
C -12.423 -10.595 7.668 0.103 0.232 0.605 0.5654
C -13.152 -11.361 8.755 0.584 -0.920 -0.805 -1.0382
H -9.862 -9.724 6.352 -0.312 -0.191 -0.073 0.1441
H -9.019 -9.944 4.820 -0.159 -0.239 0.024 -0.1344
H -9.492 -8.370 5.321 -0.385 0.139 -0.091 0.4676
H -10.933 -9.160 3.525 0.065 0.116 0.073 0.0769
H -11.473 -10.566 4.305 0.055 -0.198 0.766 0.4000
H -14.342 -6.274 7.176 0.500 -0.241 0.119 0.3387
H -13.819 -6.572 5.514 0.078 -0.062 0.005 0.2071
H -16.571 -7.118 6.780 0.197 0.115 0.170 0.2791
H -16.223 -5.985 5.472 0.360 0.262 0.254 0.3868
H -16.142 -7.680 5.196 0.261 -0.058 0.041 0.2674
H -11.469 -11.075 7.439 -0.061 -0.039 -0.029 -0.4971
H -12.219 -9.583 8.029 0.040 0.062 -0.285 0.6047
H -13.994 -10.826 9.184 0.149 0.077 0.199 0.4755
H -13.487 -12.312 8.329 -0.263 0.143 -0.076 0.0642
H -12.379 -11.680 9.459 -0.280 0.478 0.513 0.1639
C -10.318 -14.596 7.156 -0.937 -0.754 -0.372 0.5610
C -10.499 -14.147 5.716 -0.628 -0.086 -0.103 -0.4409
O -9.403 -13.278 5.389 0.849 0.511 -1.077 0.9586
P -8.714 -13.211 3.948 -0.788 -0.148 0.223 -0.0159
O -7.574 -12.281 3.880 -0.189 -0.519 0.253 -0.5172
O -8.414 -14.744 3.578 0.231 0.913 -0.207 -0.0165
C -7.190 -15.359 3.970 0.404 -1.228 0.623 -0.0825
C -7.232 -15.824 5.415 0.213 0.029 0.401 -1.3361
O -9.921 -12.874 2.958 0.236 -0.246 1.000 0.1571
C -9.716 -12.965 1.536 0.183 -0.404 -0.135 2.6294
C -11.074 -13.068 0.885 0.045 0.431 -0.202 -0.4969
H -9.267 -14.746 7.387 -0.004 0.414 0.236 0.4977
H -10.897 -13.976 7.837 0.601 0.340 0.153 -0.8530
H -10.784 -15.577 7.299 0.001 -0.030 -0.182 -0.2824
H -10.590 -14.998 5.033 0.546 0.047 -0.046 0.3698
H -11.414 -13.575 5.545 0.023 -0.008 0.369 -0.1461
H -7.080 -16.253 3.356 -0.149 0.150 -0.274 0.2053
H -6.286 -14.767 3.822 -0.406 0.585 -0.297 -0.3745
H -8.134 -16.404 5.611 -0.067 0.095 0.023 0.3151
H -6.381 -16.472 5.637 -0.007 -0.093 -0.267 0.4804
H -7.147 -15.006 6.134 -0.294 0.132 -0.095 0.1316
H -9.138 -12.091 1.230 -0.145 -0.054 -0.229 -0.7197
H -9.139 -13.875 1.351 0.043 0.119 -0.167 -0.8103
H -11.650 -12.162 1.076 -0.073 -0.095 0.195 -0.4990
H -10.996 -13.148 -0.199 0.240 -0.074 0.006 -0.3735
H -11.610 -13.942 1.246 -0.046 -0.012 0.104 0.1876
C -2.222 -20.605 5.301 -0.267 0.174 -0.030 -1.0394
C -1.648 -20.095 3.979 0.360 -0.780 0.933 -0.3168
O -2.228 -18.849 3.594 -0.320 0.521 -0.706 -0.2942
P -3.741 -18.771 3.062 -0.363 -0.876 -0.473 0.3915
O -4.387 -20.087 2.915 0.365 0.780 0.251 -0.8359
O -4.451 -17.770 4.074 0.526 -0.001 -0.914 -0.0296
C -3.795 -16.513 4.282 -0.098 1.715 0.874 0.5169
C -3.434 -16.423 5.761 0.723 -1.225 -0.580 -1.4898
O -3.706 -17.890 1.717 -0.217 -0.205 1.109 0.2109
C -3.014 -18.354 0.568 1.617 -0.073 -0.523 -0.2767
C -2.052 -17.236 0.120 -0.937 -0.326 -0.437 -1.0921
H -3.112 -21.208 5.129 0.070 -0.100 0.137 0.2896
H -1.468 -21.136 5.882 -0.059 -0.330 -0.233 0.3879
H -2.511 -19.770 5.944 -0.016 0.145 -0.175 0.2007
H -0.580 -19.960 4.152 -0.033 0.618 -0.355 0.4102
H -1.738 -20.835 3.185 -0.259 0.058 -0.052 0.2776
H -2.919 -16.285 3.670 0.171 -0.930 -0.095 0.4908
H -4.438 -15.681 3.981 -0.566 -0.412 0.115 -0.1126
H -2.647 -17.176 5.882 0.136 0.162 0.221 0.3043
H -3.008 -15.468 6.055 -0.324 0.138 0.057 0.3966
H -4.238 -16.800 6.391 -0.230 0.562 0.058 0.3101
H -2.383 -19.210 0.829 -0.328 -0.173 0.003 0.3169
H -3.680 -18.674 -0.233 -0.383 0.198 0.307 0.3161
H -1.095 -17.377 0.612 -0.005 0.534 0.152 0.3253
H -1.900 -17.218 -0.962 0.101 -0.359 0.034 0.3822
H -2.564 -16.295 0.324 0.451 0.181 0.343 0.2053
C -12.058 -18.654 8.071 0.909 0.400 -0.943 -1.1622
C -13.316 -18.069 7.477 -0.527 -1.036 0.698 -0.2903
O -13.311 -16.659 7.703 -0.142 0.645 -1.015 0.4711
P -13.996 -15.629 6.686 0.014 1.537 0.418 -0.5591
O -13.570 -14.234 6.922 0.141 -1.008 0.094 0.2959
O -13.745 -16.189 5.235 0.356 -0.696 0.499 -0.2876
C -14.360 -15.626 4.073 -0.535 1.009 -0.396 -0.5319
C -13.667 -14.353 3.624 0.493 0.223 -0.392 -0.1926
O -15.571 -15.785 6.847 0.342 -0.957 0.287 -0.3306
C -16.117 -15.805 8.170 -1.135 1.431 0.782 -0.0177
C -17.460 -16.494 8.150 0.007 -0.617 -0.423 -1.3719
H -11.896 -18.331 9.097 -0.245 -0.222 0.112 0.2599
H -12.017 -19.737 7.951 -0.280 -0.035 0.317 0.4703
H -11.197 -18.291 7.499 -0.018 0.077 0.076 0.1681
H -13.460 -18.310 6.423 0.271 0.145 -0.020 0.4444
H -14.158 -18.523 8.017 -0.164 0.353 -0.111 0.1813
H -14.357 -16.383 3.292 0.285 -0.148 0.118 0.3840
H -15.412 -15.409 4.272 0.006 -0.079 0.242 0.2680
H -13.580 -13.583 4.392 -0.269 -0.214 0.227 -0.0965
H -12.651 -14.543 3.272 0.052 -0.199 0.072 -0.2031
H -14.186 -13.890 2.782 -0.197 -0.178 0.028 0.6037
H -15.437 -16.144 8.951 0.230 -0.522 -0.387 0.2972
H -16.351 -14.777 8.474 0.370 0.159 -0.321 0.2112
H -18.094 -16.216 8.989 0.221 0.029 0.165 0.3917
H -17.980 -16.176 7.245 -0.032 -0.060 0.009 0.3078
H -17.365 -17.582 8.125 -0.065 0.025 -0.034 0.3179
C -9.248 -11.948 -2.240 -0.843 0.561 -0.707 -1.1509
C -9.879 -10.686 -1.658 -1.009 -0.770 0.509 -0.1371
O -9.036 -10.138 -0.647 0.294 0.917 0.111 0.0042
P -9.470 -8.777 0.103 0.890 0.152 0.111 0.4957
O -9.746 -7.615 -0.750 -0.129 -0.540 0.223 -0.8390
O -8.225 -8.522 1.081 -1.381 -0.383 -0.194 -0.5169
C -7.719 -9.558 1.969 -0.210 -1.275 -1.421 0.6553
C -6.635 -10.335 1.221 1.010 1.173 0.665 -0.5591
O -10.713 -9.264 1.005 0.710 0.014 -0.339 0.3862
C -12.033 -8.909 0.572 -1.214 0.120 -0.335 -0.5611
C -13.061 -9.712 1.370 0.440 0.337 0.149 -0.8563
H -8.689 -11.705 -3.143 0.513 -0.095 0.296 0.4553
H -8.686 -12.534 -1.519 0.153 0.087 0.008 0.0445
H -10.074 -12.562 -2.610 0.056 -0.160 0.118 0.3538
H -10.199 -9.961 -2.411 0.639 0.180 -0.064 0.5234
H -10.826 -10.956 -1.170 0.117 -0.135 0.092 0.1238
H -7.431 -9.094 2.905 0.206 0.100 -0.117 0.5171
H -8.484 -10.318 2.150 -0.379 0.469 0.448 -0.5612
H -7.023 -10.930 0.401 -0.161 -0.245 0.267 0.0066
H -5.928 -9.629 0.774 -0.076 0.080 -0.015 0.5262
H -6.039 -10.882 1.952 -0.231 -0.476 -0.180 -0.1990
H -12.173 -7.833 0.682 0.071 -0.050 0.371 0.4644
H -12.202 -9.072 -0.497 0.477 -0.216 -0.027 0.4302
H -14.016 -9.189 1.397 0.034 0.080 0.094 0.4868
H -13.262 -10.713 0.992 0.240 0.014 -0.200 0.2307
H -12.682 -9.806 2.384 -0.345 0.001 0.118 -0.0694
C -13.217 -13.768 11.343 0.214 -0.315 0.495 -1.5868
C -12.029 -14.401 10.626 -1.054 0.139 0.042 1.7338
O -11.017 -14.693 11.619 0.823 0.580 -0.587 -0.4875
P -9.502 -14.566 11.135 0.717 0.834 0.616 0.5269
O -8.496 -14.658 12.207 -0.664 -0.490 -0.428 -0.8472
O -9.347 -15.621 9.947 0.286 0.277 0.272 0.3130
C -8.820 -16.923 10.251 -0.466 -0.799 -0.509 -0.4699
C -8.334 -17.547 8.938 0.134 0.938 0.562 -0.7444
O -9.422 -13.163 10.363 -0.554 -0.777 0.129 -0.1381
C -8.172 -12.781 9.746 -0.052 0.722 0.592 -0.4265
C -8.526 -11.827 8.625 -0.138 -0.827 -0.907 -0.7361
H -13.472 -14.354 12.228 0.124 0.020 0.053 0.4129
H -12.924 -12.769 11.665 -0.158 0.034 0.085 0.3887
H -14.136 -13.703 10.763 0.252 0.026 -0.412 0.2840
H -12.290 -15.332 10.123 0.011 -0.003 -0.055 -0.1181
H -11.674 -13.677 9.895 0.273 -0.240 -0.070 -0.8112
H -8.040 -16.871 11.009 0.044 0.183 -0.055 0.4187
H -9.642 -17.523 10.652 0.022 0.020 0.095 0.2813
H -8.193 -18.618 9.059 0.054 -0.030 -0.135 0.4677
H -9.044 -17.313 8.145 -0.144 -0.280 0.021 -0.1313
H -7.400 -17.054 8.663 0.119 -0.258 -0.099 0.2750
H -7.573 -12.242 10.485 -0.113 -0.128 0.184 0.3939
H -7.602 -13.678 9.506 -0.104 0.062 -0.563 0.2529
H -7.648 -11.475 8.083 0.095 0.226 0.314 0.3717
H -9.114 -12.343 7.862 -0.008 -0.041 0.094 -0.0779
H -9.148 -11.004 8.972 0.277 0.135 0.244 0.3883
C -11.061 -15.973 -1.632 -0.176 0.022 -0.312 -0.6202
C -10.793 -16.643 -0.303 -0.598 -0.500 -0.288 -0.3714
O -9.548 -16.305 0.297 0.940 0.549 0.391 -0.4921
P -8.165 -16.290 -0.487 0.125 -0.252 -0.347 1.0651
O -7.994 -15.296 -1.568 0.000 -0.473 0.623 -0.7964
O -7.089 -16.237 0.683 -1.008 -0.212 -0.025 -0.1620
C -5.831 -15.560 0.586 0.169 0.742 0.263 0.2577
C -6.011 -14.055 0.707 0.845 -0.130 -0.724 -0.8839
O -8.120 -17.809 -0.964 -0.457 -0.149 0.121 -0.2526
C -7.487 -18.240 -2.154 0.122 0.217 -1.446 -0.1570
C -8.455 -18.650 -3.288 0.411 -0.154 0.128 -1.3264
H -12.074 -16.223 -1.956 -0.027 -0.004 0.105 0.4726
H -10.989 -14.889 -1.568 0.047 0.013 0.087 -0.1197
H -10.393 -16.297 -2.430 0.130 -0.051 0.154 0.1702
H -11.577 -16.391 0.413 0.248 0.340 0.125 0.3560
H -10.872 -17.731 -0.392 0.337 -0.010 -0.163 0.3333
H -5.205 -15.941 1.393 -0.241 -0.200 0.001 -0.3719
H -5.333 -15.810 -0.353 -0.107 -0.015 -0.071 0.4515
H -5.016 -13.596 0.682 0.000 -0.013 0.128 0.5953
H -6.495 -13.715 -0.208 -0.402 0.242 0.315 0.3371
H -6.488 -13.723 1.626 -0.268 -0.100 -0.088 -0.0632
H -6.897 -17.412 -2.553 0.236 -0.094 0.129 0.2394
H -6.824 -19.079 -1.952 -0.050 0.056 0.489 0.4228
H -8.017 -19.479 -3.849 0.068 -0.052 0.113 0.4157
H -9.419 -19.005 -2.928 -0.035 0.195 0.108 0.2576
H -8.562 -17.853 -4.023 -0.366 0.171 0.230 0.3101
C -4.564 -11.953 5.415 0.022 0.056 -0.283 -0.1829
N -3.772 -11.125 4.464 0.406 0.069 0.218 0.9572
O -3.909 -11.297 3.273 -0.035 -0.076 0.017 -0.5391
O -3.037 -10.304 4.979 -0.065 -0.011 -0.218 -0.5869
H -3.890 -12.252 6.209 -0.052 0.088 0.084 0.3605
H -4.976 -12.800 4.877 -0.188 0.136 -0.006 -0.2601
H -5.330 -11.266 5.767 -0.166 -0.301 0.147 0.2672
```
Forces are in eV/Å.

Relative energy (zero: lowest compared OMol25 entry of this formula, charge and spin) in kcal per mole: 19.0
SMILES: CCOP(=O)(OCC)OCC.CCOP(=O)(OCC)OCC.CCOP(=O)(OCC)OCC.CCOP(=O)(OCC)OCC.CCOP(=O)(OCC)OCC.CCOP(=O)(OCC)OCC.CCOP(=O)(OCC)OCC.C[N+](=O)[O-]
HOMO level in eV: -10.01